Entry 1:
Below is a molecular structure, C30H66AsCl4F6N2O17Zn in a non-equilibrium geometry, with properties calculated with ωB97M-V/def2-TZVPD.

Results
* E_HOMO: -10.536 eV
* charge: +1
* LUMO: -3.69 eV
* energy: -245615.7364 eV

Geometry (Å):
Zn: -18.32480 -33.45404 -14.08302
As: -17.97648 -33.06809 -17.86401
F: -17.14774 -34.66024 -18.15277
F: -19.52925 -33.73073 -18.57882
F: -18.69711 -31.42562 -17.61845
F: -16.48809 -32.42070 -17.11768
F: -17.48291 -32.47899 -19.52269
F: -18.45529 -33.53372 -16.20388
C: -19.12676 -37.39728 -18.41706
C: -18.24074 -37.47124 -19.61923
C: -18.52659 -36.39566 -20.72328
O: -19.81709 -36.39273 -21.25857
C: -20.07819 -37.15375 -22.34696
N: -16.90062 -37.32249 -19.15518
H: -18.77228 -38.10148 -17.66436
H: -20.17507 -37.64398 -18.58525
H: -19.06520 -36.39499 -17.99310
H: -18.34675 -38.49254 -19.98505
H: -17.82287 -36.34393 -21.55406
H: -18.27432 -35.41036 -20.33131
H: -19.61976 -36.90474 -23.30400
H: -21.16131 -37.12839 -22.46653
H: -19.77175 -38.17277 -22.11079
H: -16.71878 -36.39706 -18.79377
H: -16.27268 -37.41568 -19.94074
C: -16.79721 -29.64924 -14.25255
C: -17.67522 -30.84738 -13.89046
C: -19.06028 -30.80273 -14.48379
O: -19.70226 -32.13135 -14.40191
C: -21.10614 -32.11154 -14.82199
N: -16.96812 -31.99869 -14.40004
H: -16.55087 -29.41555 -15.28831
H: -15.82891 -29.63685 -13.75221
H: -17.39217 -28.77313 -13.99456
H: -17.84444 -30.85497 -12.81370
H: -19.05155 -30.46658 -15.52062
H: -19.73428 -30.11542 -13.97248
H: -21.26182 -31.56894 -15.75444
H: -21.76002 -31.58727 -14.12509
H: -21.42757 -33.14608 -14.94238
H: -16.03330 -31.98393 -14.01793
H: -16.71979 -31.88082 -15.37191
C: -15.30097 -30.72999 -21.90875
C: -15.86239 -32.11229 -22.25622
O: -15.33847 -32.24704 -23.58091
C: -15.20207 -33.48226 -24.09697
O: -15.49976 -34.53223 -23.56442
O: -14.75490 -33.32574 -25.35700
C: -14.59578 -34.42129 -26.26410
H: -15.71741 -29.91525 -22.50109
H: -14.21939 -30.75850 -22.04095
H: -15.45451 -30.45196 -20.86605
H: -16.95124 -32.06286 -22.26466
H: -15.36956 -32.80150 -21.57053
H: -15.38259 -35.13253 -26.01277
H: -13.72172 -35.00729 -25.97998
H: -14.66645 -34.13253 -27.31277
C: -22.47184 -35.04459 -19.11177
C: -23.02969 -36.07412 -18.15404
O: -24.26483 -35.58321 -17.65020
C: -24.94375 -36.24840 -16.64489
O: -24.51066 -37.26173 -16.10855
O: -26.12149 -35.64193 -16.54682
C: -27.08145 -36.25522 -15.74791
H: -22.41172 -34.02124 -18.74134
H: -23.20184 -35.04835 -19.92120
H: -21.48414 -35.21993 -19.53814
H: -22.26330 -36.18041 -17.38629
H: -23.22136 -37.02789 -18.64567
H: -27.07182 -37.33103 -15.92298
H: -28.03640 -35.82975 -16.05634
H: -26.95503 -36.02065 -14.69099
C: -17.36112 -39.22275 -15.06606
C: -17.41727 -37.72228 -14.78300
O: -16.14238 -37.12256 -14.58149
C: -16.00872 -35.77841 -14.58246
O: -16.90027 -34.94154 -14.58455
O: -14.69445 -35.41176 -14.53525
C: -13.65303 -36.34544 -14.58043
H: -16.61994 -39.60888 -15.76583
H: -18.33247 -39.27614 -15.55774
H: -17.26559 -39.77608 -14.13183
H: -18.03708 -37.51416 -13.91086
H: -17.85227 -37.26190 -15.67009
H: -13.64142 -36.80348 -15.56945
H: -13.77979 -37.08333 -13.78825
H: -12.70432 -35.82928 -14.43336
C: -27.02848 -27.92586 -18.83957
C: -26.19366 -29.19169 -18.67724
O: -24.78771 -28.91673 -18.63649
C: -23.96192 -29.99180 -18.53952
O: -24.27753 -31.20626 -18.46941
O: -22.71176 -29.61091 -18.71423
C: -21.64009 -30.46378 -18.72325
H: -27.06769 -27.70760 -19.90678
H: -26.68644 -27.12743 -18.18108
H: -28.05841 -28.16776 -18.57722
H: -26.40099 -29.88147 -19.49537
H: -26.41782 -29.65393 -17.71591
H: -21.48628 -30.76617 -17.68739
H: -20.72477 -29.93849 -18.99595
H: -21.89917 -31.29960 -19.37315
C: -22.91056 -35.18978 -12.10302
C: -21.44099 -35.42132 -12.22362
O: -21.13257 -36.32330 -13.23510
C: -20.39194 -35.96578 -14.27809
O: -19.75208 -34.92258 -14.33944
O: -20.32002 -36.89342 -15.19371
C: -20.90477 -38.20932 -15.07306
H: -23.48321 -36.11703 -12.08348
H: -23.21070 -34.62037 -12.98269
H: -23.13710 -34.54324 -11.25523
H: -21.15321 -35.91703 -11.29650
H: -20.95153 -34.44925 -12.28377
H: -21.98246 -38.05081 -15.11282
H: -20.60496 -38.62768 -14.11223
H: -20.64891 -38.85705 -15.91156
C: -20.20903 -33.18115 -21.75637
Cl: -19.44108 -33.37976 -23.31750
Cl: -21.98320 -33.04836 -21.93627
H: -20.00863 -34.10067 -21.20643
H: -19.79859 -32.32552 -21.22015
C: -14.15748 -34.43434 -19.02047
Cl: -12.63629 -33.46256 -19.28813
Cl: -13.79351 -35.82423 -18.03458
H: -14.88737 -33.82734 -18.48483
H: -14.70388 -34.71541 -19.92078

=====

Entry 2:
Below is a molecular structure, C30H66Br18O16P4 in a non-equilibrium geometry, with properties calculated with ωB97M-V/def2-TZVPD.

Results
* multiplicity: 2
* E_HOMO (spin up / spin down): -11.582 / -11.582 eV
* charge: +1
* expectation value of S²: 0.755
* LUMO (spin up / spin down): -4.30 / -9.87 eV
* energy: -1362855.1908 eV

Geometry (Å):
C: 0.64333 7.29091 0.76236
Br: 0.70810 9.34834 0.72696
Br: -0.99037 6.53401 -0.09281
Br: 0.67032 6.65508 2.62388
H: 1.53210 6.92094 0.25115
C: -4.21938 -3.71716 5.41007
Br: -2.33364 -3.34505 4.80001
Br: -4.56947 -5.74783 5.28679
Br: -5.63386 -2.69034 4.39596
H: -4.28551 -3.45869 6.46691
C: 3.74420 -3.29777 0.98412
Br: 3.96957 -4.56842 2.49669
Br: 2.47647 -3.98029 -0.38339
Br: 5.52416 -3.01393 0.24137
H: 3.33600 -2.32448 1.25644
C: -1.31630 0.76865 4.67082
Br: 0.64824 0.63663 4.61639
Br: -2.29816 2.37327 3.91226
Br: -2.18022 0.28131 6.37388
H: -1.60470 -0.09140 4.06645
C: -3.10981 -1.37205 -6.68905
Br: -4.50712 -1.04785 -8.15628
Br: -2.44823 -3.17805 -6.38687
Br: -3.58938 -0.46546 -5.01364
H: -2.30674 -0.76240 -7.10316
C: -6.62192 -6.15347 0.38134
Br: -7.79928 -7.02414 1.68167
Br: -5.36187 -4.99068 1.39050
Br: -7.79262 -5.12737 -0.88311
H: -6.03772 -6.86875 -0.19759
C: 9.74551 2.24901 3.24039
C: 8.54786 1.95820 4.10767
O: 7.73853 0.80521 3.76191
P: 6.51147 0.45690 4.72755
O: 6.76604 0.49726 6.17769
O: 5.40419 1.58338 4.35619
C: 4.90103 1.55032 3.10124
C: 3.61872 2.49458 2.95042
O: 6.01414 -0.96580 4.13069
C: 6.75156 -2.16798 4.30025
C: 7.83995 -2.45993 3.14727
H: 10.45536 1.42871 3.34682
H: 9.49960 2.26524 2.17861
H: 10.03044 3.28019 3.44918
H: 8.92610 1.93764 5.12973
H: 7.92933 2.85445 4.15524
H: 5.60232 1.96406 2.37659
H: 4.71529 0.52191 2.79141
H: 2.92056 2.31880 3.76882
H: 4.08332 3.48058 2.94157
H: 3.16207 2.32713 1.97496
H: 7.13495 -2.12561 5.31972
H: 6.01255 -2.96912 4.28776
H: 8.53242 -3.22985 3.48755
H: 7.42334 -2.81746 2.20562
H: 8.38700 -1.55219 2.89261
C: -7.12628 -1.27234 -1.02730
C: -5.81361 -0.53369 -0.82397
O: -5.68491 -0.12230 0.52571
P: -6.23585 1.32931 0.89102
O: -7.66097 1.52015 0.77912
O: -5.31417 2.25177 -0.11240
C: -5.87617 3.48222 -0.46839
C: -4.79725 4.19753 -1.24074
O: -5.57550 1.65489 2.35455
C: -6.31136 1.72888 3.53996
C: -6.03318 0.47143 4.25282
H: -7.45584 -1.00049 -2.03009
H: -7.02019 -2.34616 -0.87317
H: -7.93283 -1.02559 -0.33687
H: -5.04054 -1.27523 -1.02544
H: -5.76774 0.29640 -1.52891
H: -6.76499 3.34054 -1.08323
H: -6.16451 4.05615 0.41226
H: -5.30225 4.94450 -1.85321
H: -4.23187 4.74929 -0.48974
H: -4.17144 3.57709 -1.88224
H: -5.77721 2.53813 4.03785
H: -7.34840 2.03418 3.40062
H: -6.86501 -0.14404 3.91027
H: -5.03721 0.04944 4.11840
H: -6.16899 0.66076 5.31763
C: -1.06652 -2.21119 -2.53299
C: -0.91967 -0.93801 -1.80544
O: 0.08276 -1.14394 -0.78961
P: 0.01008 -0.22560 0.52612
O: 1.28549 -0.41143 1.31696
O: -0.26090 1.30508 0.01614
C: -0.22711 2.25412 1.08199
C: -1.51355 3.14713 0.78101
O: -1.38670 -0.68847 1.25983
C: -1.67605 -2.00125 1.50964
C: -3.17222 -2.15627 1.58924
H: -1.44436 -2.98561 -1.86546
H: -1.84248 -2.14081 -3.29525
H: -0.10233 -2.60879 -2.84978
H: -0.60441 -0.12835 -2.46359
H: -1.93858 -0.75389 -1.46480
H: -0.30806 1.85948 2.09481
H: 0.70653 2.77953 0.88112
H: -2.37452 2.48506 0.68865
H: -1.56517 3.84271 1.61862
H: -1.62121 3.83883 -0.05450
H: -1.37624 -2.58270 0.63778
H: -1.14689 -2.21804 2.43759
H: -3.30976 -3.21530 1.80750
H: -3.55564 -1.69661 2.50017
H: -3.83162 -1.90510 0.75846
C: 1.99892 1.01739 -2.05979
C: 2.32340 -0.41690 -2.57755
O: 1.43060 -0.74868 -3.70193
P: 1.80244 -1.25374 -5.17553
O: 0.77376 -2.17773 -5.75986
O: 1.91815 0.17042 -5.97445
C: 1.46403 0.11019 -7.33395
C: 1.86143 1.46396 -8.06076
O: 3.32160 -1.84547 -5.28285
C: 3.76594 -2.39493 -6.57386
C: 4.89332 -1.48437 -6.95299
H: 2.44545 1.78297 -2.69430
H: 0.91798 1.15056 -2.10370
H: 2.29519 1.25480 -1.03805
H: 3.33200 -0.39927 -2.99049
H: 2.29268 -1.20942 -1.82984
H: 1.95902 -0.58086 -8.01624
H: 0.38369 0.09228 -7.47764
H: 1.48003 2.35705 -7.56577
H: 2.93949 1.62363 -8.08039
H: 1.61069 1.24314 -9.09830
H: 4.09759 -3.42354 -6.43212
H: 2.91382 -2.44253 -7.25188
H: 5.16318 -1.73231 -7.97954
H: 4.54949 -0.45005 -6.96071
H: 5.80369 -1.63917 -6.37388